Molecular formula: C24H19ClCoIN6O3S3Se
Method: DFT, ωB97M-V/def2-TZVPD

CARTESIAN COORDINATES (ANGSTROEM)
Co  0.7156  -1.1068  -0.3431
O  -1.0148  2.9545  -3.2378
C  -2.0395  2.0824  -3.2679
C  -3.2158  2.4973  -3.8927
C  -4.3056  1.6533  -3.9612
C  -4.2534  0.3775  -3.4042
C  -3.0978  -0.0300  -2.7706
C  -1.9803  0.8031  -2.6896
C  -0.7904  0.3338  -1.9569
O  -0.8922  -0.7194  -1.2162
N  0.3141  1.0264  -2.0462
N  1.3129  0.4756  -1.2391
C  2.3442  1.2235  -1.0710
S  3.7808  0.6540  -0.2842
C  4.7321  2.1879  -0.4833
C  3.7753  3.3523  -0.6673
S  2.4045  2.8469  -1.7357
H  -0.2385  2.4905  -2.8486
H  -3.2401  3.4883  -4.3262
H  -5.2070  1.9899  -4.4580
H  -5.1065  -0.2840  -3.4658
H  -3.0320  -1.0105  -2.3192
H  5.4239  2.0859  -1.3181
H  5.2991  2.3206  0.4371
H  4.2626  4.1995  -1.1479
H  3.3708  3.6674  0.2936
Cl  1.2860  -6.1839  4.0244
C  1.5449  -4.7377  3.0949
C  2.6922  -4.0160  3.2609
C  2.9419  -2.8430  2.5184
I  4.7059  -1.7921  2.7872
C  2.0272  -2.3931  1.5944
O  2.1454  -1.3322  0.8380
C  0.8322  -3.1505  1.4511
N  -0.0209  -2.6419  0.5234
C  -1.1566  -3.2516  0.2749
C  -1.5136  -4.4276  0.9550
C  -0.6656  -4.9627  1.8877
C  0.5594  -4.3223  2.1667
H  3.4327  -4.3582  3.9707
H  -1.7908  -2.8017  -0.4761
H  -2.4573  -4.9003  0.7243
H  -0.9179  -5.8773  2.4071
Se  1.6051  -2.3432  -2.0865
C  2.6498  -3.5419  -1.1591
N  3.3068  -4.2924  -0.5791
C  -1.3068  3.0221  0.1336
N  -1.5381  2.7657  1.5439
C  -2.4483  3.4498  2.3345
C  -2.3782  2.9302  3.5739
N  -1.4299  1.9291  3.5193
C  -0.9071  1.8159  2.2725
S  0.3033  0.7137  1.8450
H  -2.2588  3.0946  -0.3889
H  -0.7281  2.1971  -0.2680
H  -0.7398  3.9428  -0.0011
H  -3.0455  4.2521  1.9405
H  -2.9144  3.1751  4.4719
H  -1.1370  1.3216  4.2645

## Properties
LUMO energy in Eh: -0.0339
Energy in eV: -196383.619
HOMO in eV: -7.6
Multiplicity: 1